No. 1
Molecular formula: C17H44ClNO12
Method: DFT, ωB97M-V/def2-TZVPD

Each atom is followed by the atoms it is bonded to, with distances in Å.
Geometry (Å):
1 C 4.2386 -5.0959 0.9951  C2 1.512, H11 1.090, H12 1.090, H13 1.090
2 C 4.0086 -3.8447 1.8124  C1 1.512, C3 1.524, H14 1.090, H15 1.090
3 C 3.5453 -2.6248 1.0247  C2 1.524, C4 1.524, H16 1.090, H17 1.090
4 C 2.8982 -1.6171 1.9672  C3 1.524, N5 1.587, H18 1.090, H19 1.090
5 N 3.2087 -0.1034 1.6072  C4 1.587, C6 1.517, C9 1.532, C10 1.529
6 C 2.3832 0.9052 2.3838  N5 1.517, C7 1.566, H20 1.090, H21 1.090
7 C 3.0775 2.2967 2.2011  C6 1.566, C8 1.564, H22 1.090, H23 1.090
8 C 4.5787 1.8600 2.1841  C7 1.564, C9 1.546, H24 1.090, H25 1.090
9 C 4.6451 0.3408 1.9036  N5 1.532, C8 1.546, H26 1.090, H27 1.090
10 C 2.8845 0.1620 0.1372  N5 1.529, H28 1.090, H29 1.090, H30 1.090
11 H 5.0201 -4.8039 0.2935  C1 1.090
12 H 3.3836 -5.5008 0.4538  C1 1.090
13 H 4.8096 -5.8323 1.5606  C1 1.090
14 H 4.9048 -3.5670 2.3672  C2 1.090
15 H 3.3608 -4.1195 2.6448  C2 1.090
16 H 2.7179 -2.8917 0.3672  C3 1.090
17 H 4.2914 -2.2875 0.3051  C3 1.090
18 H 3.1985 -1.7496 3.0067  C4 1.090
19 H 1.8185 -1.7642 1.9424  C4 1.090
20 H 1.3426 0.9609 2.0640  C6 1.090
21 H 2.3856 0.4311 3.3653  C6 1.090
22 H 2.7575 2.8299 1.3059  C7 1.090
23 H 2.7770 2.8232 3.1070  C7 1.090
24 H 4.9868 2.3054 1.2767  C8 1.090
25 H 5.2577 2.1857 2.9721  C8 1.090
26 H 5.2939 0.1361 1.0520  C9 1.090
27 H 4.8841 -0.1587 2.8424  C9 1.090
28 H 1.8681 -0.1868 -0.0459  C10 1.090
29 H 3.5482 -0.3997 -0.5202  C10 1.090
30 H 2.8775 1.1803 -0.2513  C10 1.090
31 Cl -1.3255 1.7867 0.3139  O32 1.423, O33 1.471, O34 1.473, O35 1.449
32 O -0.3899 2.7647 -0.1250  Cl31 1.423
33 O -1.2500 0.5120 -0.4158  Cl31 1.471
34 O -1.0584 1.5217 1.7377  Cl31 1.473
35 O -2.6625 2.2903 0.0719  Cl31 1.449
36 C -2.3453 3.3431 -4.8737  C37 1.474, O39 1.425, H40 1.090, H41 1.090
37 C -1.1683 3.5213 -4.0045  C36 1.474, O38 1.422, H42 1.090, H43 1.090
38 O -0.9205 2.3080 -3.3062  C37 1.422, H44 0.960
39 O -2.9439 4.5782 -5.2554  C36 1.425, H45 0.960
40 H -3.1094 2.9158 -4.2243  C36 1.090
41 H -2.1963 2.7046 -5.7446  C36 1.090
42 H -1.2586 4.3489 -3.3009  C37 1.090
43 H -0.3404 3.9230 -4.5886  C37 1.090
44 H -1.0629 2.3603 -2.3582  O38 0.960
45 H -3.6995 4.7992 -4.7060  O39 0.960
46 C -0.1332 -4.3005 -0.0738  C47 1.514, O49 1.440, H50 1.090, H51 1.090
47 C 0.1545 -3.5651 -1.3651  C46 1.514, O48 1.420, H52 1.090, H53 1.090
48 O 0.6012 -2.2385 -1.1272  C47 1.420, H54 0.960
49 O -1.0704 -3.5295 0.7016  C46 1.440, H55 0.960
50 H 0.8447 -4.4052 0.3961  C46 1.090
51 H -0.5818 -5.2888 -0.1750  C46 1.090
52 H -0.8104 -3.4964 -1.8674  C47 1.090
53 H 0.6949 -4.2161 -2.0523  C47 1.090
54 H -0.1739 -1.7306 -0.8764  O48 0.960
55 H -1.9780 -3.7969 0.5390  O49 0.960
56 C -3.7079 0.0088 -2.8651  C57 1.552, O59 1.391, H60 1.090, H61 1.090
57 C -3.8789 -1.1392 -3.8959  C56 1.552, O58 1.396, H62 1.090, H63 1.090
58 O -2.8766 -2.0991 -3.7467  C57 1.396, H64 0.960
59 O -3.9165 -0.4393 -1.5643  C56 1.391, H65 0.960
60 H -4.3459 0.8676 -3.0736  C56 1.090
61 H -2.6732 0.2565 -3.1017  C56 1.090
62 H -3.7336 -0.8538 -4.9379  C57 1.090
63 H -4.8819 -1.5647 -3.9298  C57 1.090
64 H -2.0668 -1.5837 -3.7335  O58 0.960
65 H -3.2396 0.0741 -1.1174  O59 0.960
66 C -4.6714 3.3960 2.7575  C67 1.526, O69 1.418, H70 1.090, H71 1.090
67 C -4.4531 2.5328 3.9969  C66 1.526, O68 1.359, H72 1.090, H73 1.090
68 O -3.5708 1.4989 3.9965  C67 1.359, H74 0.960
69 O -5.0996 2.7492 1.5701  C66 1.418, H75 0.960
70 H -3.7225 3.8794 2.5253  C66 1.090
71 H -5.2609 4.2548 3.0787  C66 1.090
72 H -5.3354 1.9556 4.2733  C67 1.090
73 H -4.2321 3.1176 4.8898  C67 1.090
74 H -2.7281 1.9457 3.8882  O68 0.960
75 H -4.3740 2.1627 1.3441  O69 0.960

The energy above the lowest of the compared OMol25 structures with the same formula, charge and spin comes out at 49.6 kcal/mol. For the HOMO-LUMO gap, the calculation gives 0.3230 Eh. As for the charge: 0. The molar mass comes out at 489.99 g mol⁻¹.

---

No. 2
Molecular formula: C17H45Cl3N4O4
Method: DFT, ωB97M-V/def2-TZVPD

Each atom is followed by the atoms it is bonded to, with distances in Å.
Geometry (Å):
1 C -2.5676 3.2805 2.8065  Cl2 1.721, Cl3 1.781, Cl4 1.827, H5 1.090
2 Cl -1.6746 4.0090 4.0847  C1 1.721
3 Cl -4.0494 4.2367 2.5571  C1 1.781
4 Cl -2.9720 1.5126 3.0305  C1 1.827
5 H -1.8570 3.4254 1.9928  C1 1.090
6 C -0.1801 0.1531 2.5110  C7 1.442, H12 1.090, H13 1.090, H14 1.090
7 C 0.7107 0.5277 1.4408  C6 1.442, C8 1.506, N11 1.441, H15 1.090
8 C 0.9939 -0.3415 0.2440  C7 1.506, O9 1.414, H16 1.090, H17 1.090
9 O 1.5021 0.4376 -0.8215  C8 1.414, C10 1.433
10 C 1.7016 -0.1749 -2.1016  O9 1.433, H18 1.090, H19 1.090, H20 1.090
11 N 0.3263 1.8566 1.0359  C7 1.441, H21 1.010, H22 1.010
12 H 0.3310 -0.6310 3.0696  C6 1.090
13 H -1.0768 -0.2617 2.0505  C6 1.090
14 H -0.3244 0.9030 3.2887  C6 1.090
15 H 1.6820 0.7333 1.8906  C7 1.090
16 H -0.0123 -0.7191 0.0618  C8 1.090
17 H 1.5589 -1.2509 0.4485  C8 1.090
18 H 2.2453 -1.0941 -1.8836  C10 1.090
19 H 2.4662 0.4135 -2.6088  C10 1.090
20 H 0.7514 -0.3290 -2.6130  C10 1.090
21 H 0.9706 2.0065 0.2727  N11 1.010
22 H -0.5632 1.8847 0.5582  N11 1.010
23 C 5.3771 1.5777 2.0775  C24 1.518, H29 1.090, H30 1.090, H31 1.090
24 C 4.6073 1.0505 0.8804  C23 1.518, C25 1.533, N28 1.434, H32 1.090
25 C 4.1743 -0.4078 1.0712  C24 1.533, O26 1.457, H33 1.090, H34 1.090
26 O 5.3432 -1.2759 1.1230  C25 1.457, C27 1.367
27 C 5.3304 -2.4038 1.8960  O26 1.367, H35 1.090, H36 1.090, H37 1.090
28 N 3.5734 1.9652 0.4925  C24 1.434, H38 1.010, H39 1.010
29 H 6.1323 0.9217 2.5105  C23 1.090
30 H 4.7342 2.0741 2.8045  C23 1.090
31 H 5.9963 2.3836 1.6835  C23 1.090
32 H 5.4464 0.9999 0.1865  C24 1.090
33 H 3.5615 -0.8006 0.2598  C25 1.090
34 H 3.5731 -0.4485 1.9795  C25 1.090
35 H 6.2613 -2.9702 1.8691  C27 1.090
36 H 4.6041 -3.1176 1.5074  C27 1.090
37 H 4.9910 -2.2136 2.9142  C27 1.090
38 H 3.0199 2.4898 1.1547  N28 1.010
39 H 2.8826 1.4865 -0.0676  N28 1.010
40 C -0.6593 -3.0416 -2.2477  C41 1.545, H46 1.090, H47 1.090, H48 1.090
41 C -1.3448 -4.3555 -1.8111  C40 1.545, C42 1.571, N45 1.512, H49 1.090
42 C -2.7934 -4.1229 -1.2487  C41 1.571, O43 1.405, H50 1.090, H51 1.090
43 O -2.8190 -3.4610 -0.0100  C42 1.405, C44 1.369
44 C -2.6211 -4.3204 1.0372  O43 1.369, H52 1.090, H53 1.090, H54 1.090
45 N -1.3679 -5.4201 -2.8849  C41 1.512, H55 1.010, H56 1.010
46 H -1.3013 -2.7065 -3.0623  C40 1.090
47 H 0.3971 -3.0785 -2.5136  C40 1.090
48 H -0.7424 -2.1915 -1.5705  C40 1.090
49 H -0.7775 -4.7526 -0.9693  C41 1.090
50 H -3.3071 -5.0842 -1.2364  C42 1.090
51 H -3.3398 -3.5086 -1.9644  C42 1.090
52 H -1.7121 -4.9184 0.9712  C44 1.090
53 H -3.4572 -4.9952 1.2203  C44 1.090
54 H -2.7217 -3.6928 1.9226  C44 1.090
55 H -2.1772 -5.3062 -3.4783  N45 1.010
56 H -1.3859 -6.3606 -2.5171  N45 1.010
57 C -2.7227 4.7922 -0.6269  C58 1.606, H63 1.090, H64 1.090, H65 1.090
58 C -2.9150 3.8832 -1.9371  C57 1.606, C59 1.581, N62 1.413, H66 1.090
59 C -1.8191 2.7586 -2.1242  C58 1.581, O60 1.458, H67 1.090, H68 1.090
60 O -1.8458 1.7359 -1.0861  C59 1.458, C61 1.385
61 C -2.6239 0.6230 -1.3587  O60 1.385, H69 1.090, H70 1.090, H71 1.090
62 N -4.2248 3.3527 -1.9334  C58 1.413, H72 1.010, H73 1.010
63 H -2.6753 4.0917 0.2068  C57 1.090
64 H -3.5370 5.4882 -0.4251  C57 1.090
65 H -1.8278 5.4081 -0.7159  C57 1.090
66 H -2.7660 4.5499 -2.7864  C58 1.090
67 H -0.8467 3.2506 -2.1034  C59 1.090
68 H -1.9553 2.2020 -3.0515  C59 1.090
69 H -3.6867 0.8620 -1.3205  C61 1.090
70 H -2.3282 -0.1628 -0.6636  C61 1.090
71 H -2.4286 0.2303 -2.3565  C61 1.090
72 H -4.9809 3.9021 -1.5507  N62 1.010
73 H -4.2563 2.4600 -1.4620  N62 1.010

As for the spin multiplicity: 2. The energy above the lowest of the compared OMol25 structures with the same formula, charge and spin comes out at 0.0 kcal/mol. For the HOMO-LUMO gap (alpha / beta), the calculation gives 0.3172 / 0.1057 Eh. As for the charge: +1. The molar mass comes out at 475.93 g mol⁻¹.

---

No. 3
Molecular formula: C17H46Cl6O14
Method: DFT, ωB97M-V/def2-TZVPD

Each atom is followed by the atoms it is bonded to, with distances in Å.
Geometry (Å):
1 Cl 3.6994 0.6933 0.6210  C2 1.784
2 C 4.6939 0.8186 -0.8545  Cl1 1.784, Cl3 1.807, Cl4 1.725, Cl5 1.799
3 Cl 3.5152 0.7339 -2.2221  C2 1.807
4 Cl 5.5584 2.3090 -0.9396  C2 1.725
5 Cl 5.7804 -0.6149 -0.9004  C2 1.799
6 Cl -0.0400 -1.4930 -1.1462  C7 1.785
7 C -0.6403 -0.4214 0.1495  Cl6 1.785, C8 1.512, H10 1.088, H11 1.092
8 C -0.0071 0.9504 0.0928  C7 1.512, Cl9 1.800, H12 1.088, H13 1.084
9 Cl -0.7471 1.8636 1.4559  C8 1.800
10 H -0.5086 -0.9752 1.0768  C7 1.088
11 H -1.7249 -0.3417 0.0493  C7 1.092
12 H -0.3241 1.3866 -0.8518  C8 1.088
13 H 1.0695 0.8964 0.2092  C8 1.084
14 O -4.6002 -0.7652 0.3418  C15 1.426, H18 0.961
15 C -4.2049 -1.9027 1.1058  O14 1.426, C16 1.534, H19 1.092, H20 1.098
16 C -5.4593 -2.6194 1.6204  C15 1.534, O17 1.396, H21 1.093, H22 1.098
17 O -6.1119 -1.8789 2.6083  C16 1.396, H23 0.963
18 H -4.3575 0.0448 0.7980  O14 0.961
19 H -3.5476 -2.5578 0.5297  C15 1.092
20 H -3.6463 -1.4948 1.9582  C15 1.098
21 H -5.1891 -3.6093 1.9973  C16 1.093
22 H -6.0943 -2.8553 0.7558  C16 1.098
23 H -6.3062 -0.9961 2.2757  O17 0.963
24 O 0.5741 2.7240 -1.8637  C25 1.433, H28 0.972
25 C 0.6678 3.4628 -3.0883  O24 1.433, C26 1.530, H29 1.093, H30 1.094
26 C 1.5256 4.7193 -2.9236  C25 1.530, O27 1.419, H31 1.087, H32 1.096
27 O 2.9185 4.4498 -2.8773  C26 1.419, H33 0.962
28 H 1.3927 2.8377 -1.3525  O24 0.972
29 H 0.9505 2.8517 -3.9487  C25 1.093
30 H -0.3588 3.8217 -3.2098  C25 1.094
31 H 1.2551 5.2211 -1.9976  C26 1.087
32 H 1.2295 5.3492 -3.7706  C26 1.096
33 H 3.2166 4.2360 -3.7665  O27 0.962
34 O 0.1630 -1.2320 -5.9312  C35 1.408, H38 0.958
35 C -0.0064 -1.1096 -4.5391  O34 1.408, C36 1.525, H39 1.096, H40 1.097
36 C -0.2606 0.3545 -4.1955  C35 1.525, O37 1.407, H41 1.096, H42 1.090
37 O -1.5431 0.7343 -4.6330  C36 1.407, H43 0.961
38 H 0.3099 -2.1306 -6.2283  O34 0.958
39 H -0.8903 -1.6427 -4.1693  C35 1.096
40 H 0.8234 -1.5670 -3.9871  C35 1.097
41 H 0.5327 1.0358 -4.5226  C36 1.096
42 H -0.1925 0.4545 -3.1125  C36 1.090
43 H -1.4895 0.9935 -5.5569  O37 0.961
44 O 3.1671 -2.9691 -1.7270  C45 1.425, H48 0.962
45 C 3.0903 -4.2167 -2.4108  O44 1.425, C46 1.520, H49 1.092, H50 1.092
46 C 4.1514 -5.1734 -1.8910  C45 1.520, O47 1.436, H51 1.089, H52 1.089
47 O 4.1293 -6.2444 -2.8471  C46 1.436, H53 0.960
48 H 2.2860 -2.5848 -1.7581  O44 0.962
49 H 2.1345 -4.7081 -2.2156  C45 1.092
50 H 3.2307 -4.0525 -3.4808  C45 1.092
51 H 3.8132 -5.6147 -0.9540  C46 1.089
52 H 5.1263 -4.6920 -1.8267  C46 1.089
53 H 4.5865 -7.0098 -2.4914  O47 0.960
54 O 2.6204 3.7764 -0.1789  C55 1.446, H58 0.969
55 C 2.1084 4.7635 0.7451  O54 1.446, C56 1.534, H59 1.091, H60 1.093
56 C 2.1243 4.0955 2.1254  C55 1.534, O57 1.412, H61 1.088, H62 1.093
57 O 3.4515 3.6916 2.3886  C56 1.412, H63 0.966
58 H 2.9073 4.2094 -0.9972  O54 0.969
59 H 2.8249 5.5856 0.7801  C55 1.091
60 H 1.1050 5.0319 0.4059  C55 1.093
61 H 1.3996 3.2916 2.2358  C56 1.088
62 H 1.8216 4.8823 2.8211  C56 1.093
63 H 3.8349 3.4625 1.5325  O57 0.966
64 O -0.4627 -1.5385 3.4464  C65 1.427, H68 0.966
65 C -0.1677 -2.9167 3.6704  O64 1.427, C66 1.510, H69 1.098, H70 1.100
66 C -1.3889 -3.6732 3.2050  C65 1.510, O67 1.440, H71 1.093, H72 1.090
67 O -1.4474 -3.6628 1.7663  C66 1.440, H73 0.963
68 H 0.3207 -1.0391 3.7110  O64 0.966
69 H 0.7310 -3.2541 3.1382  C65 1.098
70 H 0.0828 -3.1491 4.7158  C65 1.100
71 H -2.3355 -3.2255 3.5179  C66 1.093
72 H -1.3509 -4.7101 3.5390  C66 1.090
73 H -1.3533 -2.7298 1.5451  O67 0.963
74 O -3.0462 1.1777 6.0060  C75 1.456, H78 0.960
75 C -3.6727 0.7227 4.7728  O74 1.456, C76 1.524, H79 1.092, H80 1.091
76 C -3.3995 1.7431 3.6746  C75 1.524, O77 1.419, H81 1.089, H82 1.097
77 O -3.7713 1.1351 2.4478  C76 1.419, H83 0.972
78 H -2.9137 0.3907 6.5390  O74 0.960
79 H -3.2216 -0.2353 4.5077  C75 1.092
80 H -4.7256 0.6316 5.0417  C75 1.091
81 H -2.3875 2.1465 3.6750  C76 1.089
82 H -3.9805 2.6324 3.9499  C76 1.097
83 H -3.0483 1.2944 1.8173  O77 0.972

The energy above the lowest of the compared OMol25 structures with the same formula, charge and spin comes out at 0.0 kcal/mol. For the HOMO-LUMO gap, the calculation gives 0.3580 Eh. As for the charge: 0. Its SMILES is ClC(Cl)(Cl)Cl.ClCCCl.OCCO.OCCO.OCCO.OCCO.OCCO.OCCO.OCCO. The molar mass comes out at 687.26 g mol⁻¹.